Record 1
Here is a structure of composition C13H19IMnN5O from the OMol25 dataset. Energies are from wB97M-V/def2-TZVPD.

Geometry (Å):
C (2.302, 1.397, -1.959)
I (1.833, 2.818, -3.133)
H (3.163, 1.043, -1.449)
H (1.450, 1.476, -1.175)
H (1.923, 0.470, -2.644)
C (-3.014, -2.091, -1.858)
C (-2.042, -2.372, -2.767)
N (-0.894, -1.754, -2.321)
C (-1.085, -1.108, -1.131)
N (-2.422, -1.327, -0.877)
H (-4.045, -2.370, -1.874)
H (-2.079, -2.933, -3.680)
C (0.592, 2.767, 2.796)
C (0.633, 0.916, 1.463)
N (-0.107, 1.987, 1.900)
H (2.631, 2.499, 3.559)
N (1.814, 1.077, 2.128)
H (0.182, 3.646, 3.269)
Mn (0.108, -0.444, 0.241)
C (1.674, -0.817, -0.456)
O (2.652, -1.501, -0.621)
C (1.807, 2.197, 2.932)
C (2.956, 0.180, 2.105)
H (3.538, 0.393, 3.011)
H (3.606, 0.351, 1.237)
H (2.625, -0.862, 2.104)
C (-1.485, 2.271, 1.543)
H (-1.760, 3.269, 1.901)
H (-2.169, 1.549, 2.011)
H (-1.645, 2.252, 0.456)
C (-3.176, -0.808, 0.247)
H (-4.156, -0.446, -0.096)
H (-2.634, 0.024, 0.734)
H (-3.341, -1.580, 1.016)
C (0.308, -1.800, -3.124)
H (0.584, -0.807, -3.513)
H (0.106, -2.447, -3.985)
H (1.157, -2.200, -2.561)
N (-0.732, -2.427, 2.506)
C (-0.444, -1.692, 1.599)

Its multiplicity is 5. As for the expectation value of S²: 6.1692. Its charge is -2. The LUMO energy (spin up / spin down) comes out at 3.264 / 4.517 eV.

Record 2
Here is a cluster of 2 separate species, C13H19N in total from the OMol25 dataset. Energies are from wB97M-V/def2-TZVPD.

Geometry (Å):
C (1.351, 2.707, -2.297)
C (0.212, 1.658, -2.388)
C (-0.420, 1.240, -1.108)
C (0.001, 1.644, 0.156)
N (-0.782, 0.988, 1.088)
C (-1.733, 0.267, 0.456)
C (-2.806, -0.493, 0.979)
C (-3.634, -1.086, 0.079)
C (-3.455, -1.031, -1.320)
C (-2.398, -0.354, -1.861)
C (-1.566, 0.410, -0.955)
H (1.053, 3.704, -2.635)
H (2.051, 2.477, -3.096)
H (1.651, 2.796, -1.261)
H (-0.579, 2.197, -2.941)
H (0.485, 0.846, -3.070)
H (0.674, 2.367, 0.586)
H (-0.745, 0.983, 2.089)
H (-2.965, -0.596, 2.047)
H (-4.179, -1.961, 0.437)
H (-4.040, -1.722, -1.915)
H (-2.129, -0.271, -2.900)
C (2.745, -0.633, 0.933)
C (2.650, -1.758, 1.975)
C (1.269, -2.272, 2.442)
H (2.509, 0.331, 1.409)
H (1.900, -0.665, 0.239)
H (3.699, -0.443, 0.469)
H (3.212, -2.578, 1.544)
H (3.151, -1.454, 2.898)
H (0.399, -1.987, 1.846)
H (1.263, -3.356, 2.591)
H (1.154, -1.953, 3.481)

The value obtained for the energy relative to the best compared isomer or geometry (same formula, charge and spin) is 32.8 kcal/mol. As for the SMILES: CCc1c[nH]c2ccccc12.CCC. Its charge is 0. The LUMO energy comes out at 0.879 eV.

Record 3
Here is the ion C13H19N2 with charge +1 from the OMol25 dataset. Energies are from wB97M-V/def2-TZVPD.

Geometry (Å):
C (1.993, -0.863, 2.665)
N (1.091, -0.435, 1.595)
C (1.174, -0.789, 0.309)
C (2.156, -1.777, 0.074)
C (2.310, -2.334, -1.172)
C (1.597, -1.873, -2.233)
C (0.658, -0.887, -2.106)
C (0.369, -0.332, -0.799)
C (-0.560, 0.898, -0.638)
C (-0.826, 1.643, -1.931)
C (-0.082, 1.915, 0.400)
C (-1.221, 2.125, 1.343)
N (-2.252, 1.210, 0.994)
C (-1.974, 0.438, -0.011)
C (-2.785, -0.645, -0.542)
H (3.040, -0.709, 2.469)
H (1.733, -0.330, 3.560)
H (1.709, -1.940, 2.796)
H (0.203, -0.381, 2.055)
H (2.780, -1.948, 0.932)
H (3.064, -3.171, -1.331)
H (1.749, -2.365, -3.079)
H (0.002, -0.453, -2.934)
H (-1.381, 2.509, -1.612)
H (-1.335, 0.965, -2.607)
H (0.132, 1.979, -2.244)
H (0.215, 2.801, -0.031)
H (0.881, 1.658, 0.779)
H (-0.757, 1.837, 2.381)
H (-1.476, 3.238, 1.478)
H (-3.245, 1.038, 1.474)
H (-2.370, -0.999, -1.552)
H (-3.794, -0.461, -0.534)
H (-2.798, -1.563, 0.053)

The value obtained for the energy relative to the best compared isomer or geometry (same formula, charge and spin) is 51.5 kcal/mol. As for the SMILES: CNc1ccccc1[C@]1(C)CC[NH+]=C1C. Its charge is +1. The LUMO energy comes out at -3.770 eV.

Record 4
Here is the ion C13H19N2 with charge +1 from the OMol25 dataset. Energies are from wB97M-V/def2-TZVPD.

Geometry (Å):
C (-3.813, 0.416, 0.088)
C (-3.095, 0.501, 1.296)
C (-3.219, -0.005, -1.101)
C (-1.756, 0.243, 1.225)
C (-1.916, -0.436, -1.088)
C (-1.173, -0.317, 0.114)
C (0.121, -0.736, 0.254)
C (2.133, -1.754, 0.901)
C (2.548, -0.252, 1.358)
C (0.435, 2.044, -1.837)
C (0.142, -3.058, -0.047)
C (1.657, 1.972, -0.905)
C (1.418, 1.824, 0.570)
N (0.747, -1.826, 0.318)
N (1.388, 0.523, 1.216)
H (-4.836, 0.755, 0.047)
H (-3.453, 0.710, 2.211)
H (-3.818, -0.057, -2.001)
H (-1.195, 0.171, 2.070)
H (-1.647, -0.954, -2.000)
H (2.936, -2.078, 0.087)
H (2.109, -2.432, 1.772)
H (2.952, -0.133, 2.409)
H (3.483, -0.085, 0.789)
H (-0.054, 1.203, -2.339)
H (-0.399, 2.588, -1.531)
H (0.781, 2.646, -2.694)
H (-0.703, -2.683, -0.807)
H (0.773, -3.786, -0.580)
H (-0.069, -3.632, 0.818)
H (2.322, 2.810, -1.186)
H (2.318, 1.169, -1.300)
H (2.289, 2.262, 1.105)
H (0.594, 2.388, 0.768)

The value obtained for the energy relative to the best compared isomer or geometry (same formula, charge and spin) is 115.7 kcal/mol. Its charge is +1. The LUMO energy (spin up / spin down) comes out at -4.138 / -4.138 eV.

Short version: F_max = 7.370 2.514 5.506 6.559 eV/A, in the order given.